# 1
68
Properties=species:S:1:pos:R:3:mulliken_charge:R:1 method="wB97M-V/def2-TZVPD" gap_ev=8.85 e_homo_ev=-8.18 smiles="COCCN(C(=O)CNC(=O)c1ccco1)[C@H](C(=O)NC1CCCC1)c1ccc(OC)c(OC)c1" spin_multiplicity=1 e_above_lowest_kj_mol=0.0
C -0.31 -4.59 -0.16 -0.7602
H 0.03 -5.17 -1.02 0.2497
O 0.43 -3.41 -0.16 -0.1802
C 0.08 -2.54 0.90 -0.5885
C 0.83 -1.21 0.74 -0.8649
N 0.71 -0.65 -0.59 0.5775
C 1.52 -0.93 -1.62 1.0508
O 1.34 -0.48 -2.74 -0.7260
C 2.76 -1.79 -1.36 -1.4049
N 3.85 -0.96 -0.91 -0.0107
C 4.37 -1.00 0.34 0.4876
O 3.98 -1.77 1.20 -0.7163
C 5.46 -0.05 0.57 0.3123
C 6.21 0.17 1.70 -0.4837
C 7.12 1.20 1.38 -0.4217
C 6.86 1.54 0.08 -0.4279
O 5.86 0.79 -0.42 -0.3434
H 7.30 2.27 -0.57 0.4610
H 7.86 1.63 2.02 0.4459
H 6.10 -0.35 2.63 0.5234
H 4.18 -0.25 -1.55 0.2932
H 2.58 -2.57 -0.62 0.5149
H 3.03 -2.25 -2.31 0.3555
C -0.42 0.23 -0.86 -0.1371
C -1.75 -0.43 -0.58 -1.3270
C -2.44 -0.17 0.61 0.5202
C -3.64 -0.81 0.88 0.7683
C -4.16 -1.74 -0.04 1.1354
C -3.46 -1.99 -1.21 -0.8810
C -2.26 -1.34 -1.48 -0.8271
H -1.73 -1.55 -2.39 0.4892
H -3.84 -2.70 -1.93 0.4174
O -5.33 -2.32 0.31 -0.4490
C -5.91 -3.26 -0.57 -0.9540
H -6.83 -3.59 -0.08 0.2466
H -6.15 -2.81 -1.53 0.3658
H -5.25 -4.12 -0.72 0.3570
O -4.38 -0.62 2.01 -0.4802
C -3.90 0.27 2.98 -0.7265
H -4.64 0.26 3.78 0.2506
H -3.82 1.30 2.59 0.2153
H -2.93 -0.04 3.38 0.3233
H -2.02 0.53 1.31 0.5485
H -0.34 0.44 -1.94 0.6930
C -0.28 1.57 -0.11 -0.5884
O 0.54 1.78 0.75 -0.7321
N -1.18 2.47 -0.53 -0.1414
H -1.84 2.21 -1.25 0.3906
C -1.33 3.79 0.05 -0.0733
H -0.50 3.88 0.76 0.5036
C -2.71 3.94 0.74 -0.4586
C -3.34 5.20 0.13 -0.7384
C -2.73 5.26 -1.27 -0.5994
H -2.84 6.25 -1.73 0.3846
H -3.21 4.53 -1.92 0.2711
C -1.28 4.89 -1.03 -0.9017
H -0.77 4.54 -1.92 0.3582
H -0.73 5.75 -0.64 0.3009
H -4.43 5.14 0.12 0.3811
H -3.04 6.08 0.70 0.3028
H -2.61 4.01 1.82 0.3229
H -3.32 3.07 0.51 0.0431
H 0.43 -0.49 1.45 0.4082
H 1.88 -1.37 0.99 0.2867
H 0.36 -2.99 1.87 0.5761
H -1.01 -2.39 0.90 0.2977
H -1.38 -4.39 -0.25 0.2057
H -0.14 -5.18 0.75 0.3081

---

# 2
52
Properties=species:S:1:pos:R:3:mulliken_charge:R:1 method="wB97M-V/def2-TZVPD" gap_ev="2.25 / 8.77" e_homo_ev="-0.01 / -6.54" s2=0.751 total_charge=-1 spin_multiplicity=2
C 0.66 0.11 -0.82 -0.5353
C 1.08 1.04 -1.96 -0.2849
S 2.92 0.98 -2.15 -0.2582
N -0.80 -0.05 -0.44 -0.4583
C -1.63 -0.38 -1.58 0.1465
N -2.23 -1.71 -1.47 -0.6316
H 0.90 -1.03 -0.84 -0.0370
H 0.93 0.45 0.24 0.3381
H 0.90 2.14 -1.76 0.0941
H 0.45 0.96 -2.87 0.3282
H 3.25 -0.19 -1.34 0.1424
H -1.11 0.84 0.11 0.3379
H -2.48 0.46 -1.85 0.1809
H -0.95 -0.41 -2.56 -0.4006
H -1.70 -2.25 -0.74 0.2504
H -3.13 -1.61 -1.11 0.2958
H 0.59 3.39 3.16 0.1516
H -0.11 2.39 4.09 0.2071
O -0.28 3.17 3.55 -0.3308
H 1.21 -1.00 -4.64 0.3586
H -0.17 -1.57 -4.31 0.2651
O 0.61 -1.81 -4.51 -0.6757
H 0.01 -4.64 -0.58 0.3362
H 0.39 -3.29 -1.23 0.3717
O -0.26 -3.63 -0.60 -0.7169
H -1.80 3.72 -1.39 0.2926
H -0.78 3.76 -0.35 0.2602
O -0.83 3.54 -1.33 -0.6847
H -0.74 -0.41 1.94 0.2359
H 0.52 -0.40 2.60 0.1837
O -0.38 -0.07 2.76 -0.5298
H 2.84 -1.41 1.17 0.3114
H 2.31 -2.54 0.14 0.2650
O 2.98 -1.92 0.29 -0.5814
H 2.52 3.39 2.22 0.3781
H 2.29 2.95 0.94 0.1299
O 1.85 2.87 1.77 -0.6024
H 0.41 -3.11 0.90 0.3925
H 0.27 -3.16 2.53 0.3366
O 0.94 -3.23 1.86 -0.7229
H 2.40 -2.24 -2.08 0.2973
H 1.30 -2.80 -3.34 0.3944
O 1.64 -2.81 -2.33 -0.7347
H -3.24 3.04 0.31 0.3999
H -3.46 1.66 -0.33 0.2749
O -3.29 2.60 -0.53 -0.6033
H 0.43 -1.71 4.37 0.3185
H -0.97 -1.87 3.61 0.3772
O -0.36 -2.35 4.19 -0.6952
H -1.78 4.01 2.13 0.3487
H -1.84 2.83 2.44 0.2626
O -2.28 3.29 1.70 -0.7805

---

# 3
22
Properties=species:S:1:pos:R:3:mulliken_charge:R:1 method="wB97M-V/def2-TZVPD" gap_ev="6.46 / 6.63" e_homo_ev="-6.76 / -9.11" s2=2.038 spin_multiplicity=3
C -0.93 -1.69 -0.23 0.4132
C 3.47 0.79 -0.32 -0.6751
C 2.91 0.84 0.97 -0.2190
C 2.63 0.43 -1.35 -0.3409
C 1.60 0.43 1.26 -0.8677
C 1.40 -0.21 -1.06 -0.5396
C 0.89 -0.15 0.24 1.2199
C -1.74 1.07 -0.38 0.0508
C -3.99 -0.60 0.34 -0.8277
C -0.40 -0.68 0.48 -0.5450
N -1.34 -2.54 -0.92 -0.5485
S -0.70 2.04 -1.25 -0.0971
S -3.43 0.95 -0.44 0.0384
H 4.41 1.28 -0.51 0.3683
H 3.45 1.35 1.75 0.3407
H 3.01 0.29 -2.37 0.3520
H 1.26 0.40 2.30 0.3177
H 0.78 -0.60 -1.80 0.4093
H -3.67 -1.56 -0.13 0.2894
H -5.06 -0.42 0.30 0.3487
H -3.81 -0.70 1.46 0.2926
H -0.74 -0.73 1.63 0.2196

---

# 4
17
Properties=species:S:1:pos:R:3:mulliken_charge:R:1 method="wB97M-V/def2-TZVPD" gap_ev=8.17 e_homo_ev=-7.69 spin_multiplicity=1 e_above_lowest_kj_mol=623.4
O -1.50 -0.81 0.10 -0.2629
C -1.74 -2.46 -0.22 -0.6674
C -0.47 -0.22 -0.72 -0.6963
C 0.69 0.28 0.12 0.1258
C 1.66 1.21 -0.62 -0.5384
O 1.28 2.34 0.18 -0.3960
C 0.41 1.53 0.99 -0.3918
H -1.33 -0.63 1.04 0.4043
H -2.81 -2.46 0.05 0.1627
H -1.24 -2.85 0.69 0.1368
H -0.93 0.62 -1.26 0.2632
H -0.19 -1.01 -1.41 0.3994
H 1.17 -0.56 0.65 0.3609
H 1.44 1.37 -1.68 0.2909
H 2.72 0.97 -0.50 0.2557
H 0.75 1.47 2.03 0.2811
H -0.62 1.89 0.97 0.2720

---

no.,maximum force (eV Å⁻¹)
1,1.3
2,11.1
3,5.2
4,0.5